The following is a quantum chemistry calculation of C26H76N12O9P4S2 as an isolated structure, from OMol25.

The calculation puts the HOMO energy at -8.36 eV. The calculation puts the LUMO energy at 0.54 eV.

CARTESIAN COORDINATES (ANGSTROEM)
O 9.29104 -0.67447 1.56539
S 8.31092 -1.00310 0.59198
O 8.69589 -1.76592 -0.53059
O 7.49750 0.28905 0.15484
C 6.58770 0.51545 1.26562
C 5.96906 -0.86969 1.35216
O 5.17679 -0.99960 2.46325
S 4.94232 -1.26716 -0.12014
O 7.09759 -1.73965 1.39114
H 7.20609 0.76201 2.12664
H 5.81107 1.24904 1.08524
H 5.10948 -1.93869 2.69117
H 3.86698 -0.53150 0.19584
O 2.92114 -3.32441 3.32964
P 2.56358 -3.81774 4.68403
N 2.41266 -5.50290 4.44304
C 1.73678 -6.41154 5.35121
C 3.57521 -6.14550 3.83165
N 1.02664 -3.09136 4.87876
C -0.13346 -3.82183 5.35123
C 0.63250 -2.12998 3.84939
N 2.85577 -3.85330 6.37405
C 2.67070 -2.55896 7.07336
C 4.24157 -4.28922 6.68487
H 2.27806 -6.58748 6.29155
H 1.62074 -7.37764 4.85582
H 0.73507 -6.08012 5.59551
H 4.41744 -6.26878 4.52533
H 3.92603 -5.56516 2.97994
H 3.30358 -7.13571 3.46326
H -0.49135 -4.55899 4.62120
H -0.95030 -3.12310 5.54796
H 0.06795 -4.31749 6.30159
H 0.28618 -2.61790 2.93041
H 1.44979 -1.46320 3.59286
H -0.18156 -1.51079 4.23660
H 3.29006 -1.76111 6.65336
H 2.94002 -2.69051 8.12185
H 1.63413 -2.24243 7.04544
H 4.99773 -3.66631 6.19828
H 4.39789 -5.32369 6.38196
H 4.40555 -4.24907 7.76013
O 1.84696 1.57376 0.35048
P 0.38968 1.56245 0.08254
N -0.28500 1.02089 1.55270
C -1.64516 0.53904 1.70729
C 0.14989 1.75298 2.73967
N 0.26407 0.34682 -1.10968
C -0.74036 -0.69784 -1.07236
C 1.52935 -0.18252 -1.59763
N -0.94436 2.44109 -0.51448
C -0.88480 2.76225 -1.96164
C -1.11153 3.73872 0.18678
H -2.40707 1.32842 1.63800
H -1.74207 0.07558 2.69198
H -1.89195 -0.23299 0.98928
H -0.31578 2.74309 2.83283
H 1.22964 1.89169 2.72536
H -0.09658 1.18509 3.63896
H -0.56920 -1.40704 -0.25124
H -0.72780 -1.26210 -2.00780
H -1.74706 -0.28487 -0.99976
H 1.96339 -0.88934 -0.87816
H 2.24702 0.61186 -1.77904
H 1.38306 -0.70266 -2.54704
H 0.01781 3.31699 -2.23185
H -1.75088 3.37339 -2.21569
H -0.93475 1.86247 -2.56504
H -0.21176 4.35773 0.13480
H -1.36873 3.58766 1.23539
H -1.93140 4.29959 -0.25774
O -1.66384 -3.82278 -4.58330
P -2.08748 -5.15247 -4.09648
N -3.60431 -4.86201 -3.37589
C -4.28469 -5.78192 -2.48251
C -4.55984 -4.14611 -4.21917
N -0.91081 -5.48195 -2.90402
C -1.24341 -6.00370 -1.59189
C 0.18455 -4.52426 -2.80376
N -2.29682 -6.80394 -4.49258
C -1.04883 -7.53792 -4.80358
C -3.18806 -6.97865 -5.66579
H -4.68427 -6.67503 -2.98330
H -5.12650 -5.26215 -2.02029
H -3.65160 -6.10718 -1.66658
H -4.99728 -4.77307 -5.00719
H -4.07928 -3.29499 -4.69818
H -5.37921 -3.76144 -3.60997
H -1.77466 -5.27119 -0.97062
H -0.32727 -6.28358 -1.06690
H -1.83439 -6.91730 -1.66585
H -0.10648 -3.61118 -2.27070
H 0.55755 -4.24273 -3.78368
H 1.02368 -4.97431 -2.26773
H -0.48187 -7.07784 -5.61849
H -1.30926 -8.55610 -5.09483
H -0.40696 -7.60750 -3.93249
H -2.83451 -6.43504 -6.54706
H -4.19892 -6.64458 -5.43557
H -3.25715 -8.03511 -5.91950
O -1.41648 6.87956 -1.97142
P -2.14802 8.16467 -1.94913
N -3.01502 8.17313 -3.41452
C -3.63481 9.34605 -4.00561
C -3.82110 6.97800 -3.65984
N -0.86786 9.29408 -2.02229
C -0.88122 10.44798 -2.90107
C 0.48119 8.74121 -1.93714
N -3.15296 9.20079 -1.03371
C -2.53318 9.75460 0.19183
C -4.39782 8.51794 -0.60245
H -4.52657 9.69636 -3.46730
H -3.94248 9.10196 -5.02423
H -2.94631 10.17608 -4.09426
H -4.73875 6.94314 -3.05794
H -3.24483 6.08035 -3.44247
H -4.11273 6.93416 -4.70994
H -0.79321 10.17164 -3.95921
H -0.04187 11.10297 -2.65624
H -1.77870 11.04925 -2.75351
H 0.81466 8.30130 -2.88439
H 0.54788 7.98126 -1.16505
H 1.17585 9.54026 -1.66708
H -2.16856 8.97547 0.86818
H -3.27974 10.34910 0.71934
H -1.70871 10.41595 -0.05027
H -4.20081 7.60511 -0.03202
H -5.01525 8.26236 -1.46273
H -4.98785 9.18958 0.01863